--- P ---
Below is one molecule with the formula C4H6N4, with properties calculated with ωB97M-V/def2-TZVPD.

Each line ends with the Mulliken charge.
Atoms and positions in Å:
N: 1.14 1.92 0.13  -0.80
N: 0.84 0.55 -0.10  0.70
N: 1.40 -1.55 0.00  -0.39
N: 1.87 -0.31 0.00  -0.45
H: -0.55 -2.35 0.08  0.41
C: -2.88 -0.10 0.02  -0.82
H: -1.73 1.62 -0.38  0.15
H: 0.46 2.24 0.81  0.28
C: -0.34 -0.15 -0.01  0.60
H: -3.04 -1.14 0.27  0.24
C: 0.06 -1.48 0.00  -0.32
H: -3.82 0.45 -0.10  0.24
C: -1.68 0.48 -0.02  -0.14
H: 1.06 2.51 -0.79  0.28

Computed properties:
SMILES string   C=Cc1cnnn1N
E_HOMO   -0.33275 Ha
Total charge   0


--- Q ---
Below is one molecule with the formula C4H6N4, with properties calculated with ωB97M-V/def2-TZVPD.

Each line ends with the Mulliken charge.
Atoms and positions in Å:
H: 2.49 -1.53 -0.09  0.25
C: -2.15 0.50 -0.33  -0.05
H: 1.13 1.72 -0.50  0.25
C: -0.48 -0.76 0.05  0.05
C: 0.99 -0.32 0.38  0.12
H: 0.32 1.65 1.28  0.22
N: -1.67 -1.48 0.23  -0.46
H: 1.49 -0.36 1.31  0.43
C: 0.59 1.03 0.24  -0.43
N: -2.67 -0.58 -0.04  -0.25
H: -2.89 1.41 -0.28  0.31
N: 2.02 -0.71 -0.46  -0.70
H: 1.65 -1.12 -1.44  0.31
N: -0.81 0.54 -0.34  -0.04

Computed properties:
SMILES string   N[C@H]1Cn2cnnc21
E_HOMO   -0.35087 Ha
Total charge   0


--- R ---
Below is C4H6N4 as an isolated structure, with properties calculated with ωB97M-V/def2-TZVPD.

Each line ends with the Mulliken charge.
Atoms and positions in Å:
N: 0.33 0.19 -2.30  -0.69
H: 1.37 1.87 0.04  0.26
N: -1.34 -0.78 0.69  -0.70
H: -0.35 0.08 -2.99  0.20
C: -0.02 -0.28 -1.15  0.38
N: -1.19 -0.95 -0.66  0.06
C: -0.22 -0.23 1.05  0.34
H: -1.98 -1.03 -1.28  0.25
C: 1.39 0.92 0.66  -0.40
N: 0.70 -0.19 0.02  0.01
H: -0.40 1.73 1.86  0.24
C: 0.32 0.94 1.81  -0.49
H: 0.70 0.76 2.87  0.23
H: 2.34 0.62 1.02  0.30

Computed properties:
E_HOMO   -0.30031 Ha
Total charge   0


--- S ---
Below is one molecule with the formula C4H6N4, with properties calculated with ωB97M-V/def2-TZVPD.

Each line ends with the Mulliken charge.
Atoms and positions in Å:
C: 1.54 -0.31 0.92  0.05
N: -0.41 -0.50 -0.19  0.93
H: -2.83 -0.88 -2.20  0.32
H: 2.37 -0.64 1.55  0.33
C: -1.25 -1.44 -0.87  0.03
H: 2.25 1.87 1.27  0.33
N: -1.65 0.77 -1.19  -0.65
C: -1.94 -0.53 -1.65  -0.50
H: -1.09 -2.39 -0.52  0.46
N: -0.58 0.82 -0.36  -0.19
C: 1.38 1.19 0.93  -0.82
H: 1.27 1.78 0.00  0.30
N: 0.59 -1.08 0.58  -0.83
H: 0.35 1.32 1.72  0.25

Computed properties:
SMILES string   C/C=N\n1ccnn1
E_HOMO   -0.35138 Ha
Total charge   0


Top of the stability list: R, leading by 0.0164 hartree.


--- P ---
Below is one molecule with the formula C4H6N4, with properties calculated with ωB97M-V/def2-TZVPD.

Each line ends with the Mulliken charge.
Atoms and positions in Å:
N: -0.34 1.03 -0.10  -0.12
H: 2.94 -1.00 -0.06  0.20
H: -0.77 1.93 -0.26  0.21
H: -0.79 -1.98 0.25  0.22
H: -3.03 0.89 -0.17  0.26
C: 1.11 -0.80 -0.01  0.49
N: 2.09 -1.57 -0.07  -0.73
C: -1.17 -0.03 0.06  0.44
H: 2.80 1.23 0.21  0.20
H: -3.05 -0.95 0.09  0.22
C: -2.47 -0.02 0.02  -1.02
C: 1.00 0.78 -0.03  0.57
N: -0.25 -1.18 0.00  -0.16
N: 1.92 1.67 0.07  -0.77

Computed properties:
SMILES string   [H]/N=C1/NC(=C)N/C1=N/[H]
E_HOMO   -0.31948 Ha
Total charge   0


--- Q ---
Below is one molecule with the formula C4H6N4, with properties calculated with ωB97M-V/def2-TZVPD.

Each line ends with the Mulliken charge.
Atoms and positions in Å:
C: 1.02 -1.83 -0.23  -0.42
H: 0.38 1.92 0.88  0.20
N: -2.18 0.73 -0.64  -0.63
H: -3.03 1.16 -1.12  0.24
H: 0.90 -2.87 -0.45  0.40
N: 0.04 -0.97 -0.34  -0.10
C: 0.43 0.14 0.27  0.34
H: -1.72 2.63 0.05  0.33
C: 2.13 -1.14 0.34  -0.30
N: -0.24 1.31 0.47  -0.13
C: -1.37 1.59 -0.13  0.01
H: 3.05 -1.55 0.64  0.38
H: -1.05 -1.14 -0.39  0.34
N: 1.64 0.01 0.64  -0.66

Computed properties:
SMILES string   [H]/N=C/Nc1ncc[nH]1
E_HOMO   -0.28435 Ha
Total charge   0


Top of the stability list: P, leading by 0.0091 hartree.


--- P ---
Below is a 2-piece molecular cluster, C2H7N4O overall, with properties calculated with ωB97M-V/def2-TZVPD.

Each line ends with the Mulliken charge.
Atoms and positions in Å:
H: 0.39 0.45 2.63  0.24
N: -0.67 -1.70 -1.26  -0.71
H: 0.58 2.24 1.63  0.27
H: 1.80 1.54 0.73  0.28
H: -0.53 0.74 -2.59  0.32
C: -0.08 -0.76 1.19  0.72
H: -1.33 -1.61 -2.04  0.26
N: 0.42 0.30 1.70  0.01
H: -0.81 -2.45 -0.60  0.26
N: 0.81 1.48 1.01  -0.50
N: -0.25 -0.46 -0.85  0.09
H: 0.36 1.52 -1.29  0.19
C: -0.19 0.56 -1.63  -0.08
O: -0.51 -1.83 1.37  -0.34

Computed properties:
E_HOMO   -0.50736 Ha
Total charge   +1


--- Q ---
Below is a 2-piece molecular cluster, C2H7N4O overall, with properties calculated with ωB97M-V/def2-TZVPD.

Each line ends with the Mulliken charge.
Atoms and positions in Å:
N: -2.58 0.68 0.05  -0.31
N: 1.29 -1.21 0.62  -0.79
H: 1.42 -2.18 0.66  0.31
C: 0.96 0.57 -0.82  0.01
H: 0.42 -1.16 1.15  0.35
H: 0.57 0.99 1.14  0.28
H: 1.44 -1.35 -1.36  0.24
O: -1.25 -1.07 0.65  -0.49
H: 1.17 1.10 -1.70  0.41
H: -3.48 1.14 -0.18  0.30
H: 0.44 2.19 -0.14  0.23
C: -2.05 -0.28 0.41  0.49
N: 1.12 -0.71 -0.65  0.22
N: 0.53 1.29 0.18  -0.26

Computed properties:
E_HOMO   -0.51836 Ha
Total charge   +1


Top of the stability list: Q, leading by 0.0941 hartree.


--- P ---
Below is an isolated ion of composition C2H7N4O and charge +1, with properties calculated with ωB97M-V/def2-TZVPD.

Each line ends with the Mulliken charge.
Atoms and positions in Å:
H: -2.17 0.10 1.17  0.36
N: -1.03 -0.03 -0.65  -0.31
H: -1.43 0.83 -1.02  0.31
H: -2.54 -1.21 0.18  0.35
H: 0.35 2.01 -0.30  0.24
H: -0.99 -1.11 0.91  0.44
N: -1.78 -0.58 0.49  -0.24
H: 2.48 2.24 0.35  0.26
N: 0.93 1.18 -0.05  0.42
H: 0.45 -2.07 -0.76  0.34
C: 1.07 -1.25 -0.34  0.05
N: 2.12 1.29 0.34  -0.71
O: 2.22 -1.40 -0.02  -0.44
C: 0.32 0.00 -0.28  -0.06

Computed properties:
SMILES string   [H]/N=[NH+]/C(=C\[O-])N[NH3+]
E_HOMO (spin up / spin down)   -0.47265 / -0.47267 Ha
Total charge   +1


--- Q ---
Below is an isolated ion of composition C2H7N4O and charge +1, with properties calculated with ωB97M-V/def2-TZVPD.

Each line ends with the Mulliken charge.
Atoms and positions in Å:
O: 1.02 -0.02 -0.40  0.04
H: -0.43 1.91 0.05  0.29
C: -1.28 -0.02 -0.07  0.59
H: -2.24 1.74 0.02  0.26
N: -0.07 -0.73 -0.32  -0.14
N: 3.13 0.12 0.08  -0.08
H: 0.11 -1.70 0.14  0.42
N: -2.29 -0.87 0.20  -0.53
N: 2.05 -0.54 0.25  0.04
H: -3.18 -0.36 0.41  0.27
H: -2.72 -1.54 -0.40  0.27
C: -1.30 1.33 0.04  -0.91
H: 3.30 0.87 -0.51  0.26
H: 3.91 -0.19 0.51  0.24

Computed properties:
SMILES string   C=C(N)NON=[NH2+]
E_HOMO (spin up / spin down)   -0.45180 / -0.45181 Ha
Total charge   +1


Top of the stability list: P, leading by 0.0599 hartree.